ORCA calculation (the ωB97M-V functional and the def2-TZVPD basis) on a structure of composition C46H39MnN3O2P2S.

```
94
Properties=species:S:1:pos:R:3:lowdin_spin:R:1
Mn -0.54610 0.68120 0.03321 3.8273
C -1.91183 -2.27349 -0.39733 -0.0001
P -1.30312 -0.97882 -1.53200 -0.0203
C 0.09668 -1.75667 -2.37343 -0.0016
C 0.22856 -1.70485 -3.75688 -0.0028
C 1.34671 -2.26151 -4.36574 0.0005
C 2.32857 -2.87034 -3.59635 -0.0026
C 2.19686 -2.92822 -2.21312 0.0004
C 1.08721 -2.36924 -1.59821 -0.0013
C -2.54717 -0.65547 -2.78696 -0.0012
C -3.45642 -1.63953 -3.17148 -0.0010
C -4.35801 -1.38496 -4.19363 -0.0001
C -4.34940 -0.15252 -4.83750 -0.0001
C -3.44830 0.83151 -4.45425 0.0001
C -2.54940 0.58375 -3.42474 -0.0004
C -1.08486 -2.12832 0.84673 0.0077
C -0.83890 -2.96880 1.89339 0.0150
C -0.01359 -2.26400 2.81979 0.0147
C 0.21262 -1.02013 2.30066 0.0076
C 0.87682 0.20698 2.84672 0.0013
P 1.39987 1.22095 1.41687 -0.0093
C 2.97381 0.54286 0.85688 -0.0014
C 3.70883 1.21573 -0.12224 -0.0011
C 4.90392 0.69084 -0.58735 0.0002
C 5.36460 -0.52540 -0.09581 -0.0012
C 4.62697 -1.21138 0.85855 0.0000
C 3.43422 -0.68111 1.33563 -0.0013
C 1.68780 2.89561 2.05878 0.0006
C 2.93959 3.50842 2.07252 -0.0008
C 3.07927 4.79833 2.56649 0.0001
C 1.97613 5.48620 3.04904 -0.0013
C 0.72754 4.87832 3.04558 0.0001
C 0.58179 3.59156 2.55156 -0.0010
N -0.41477 -0.92874 1.06684 -0.0262
H -1.80941 -3.25872 -0.85283 -0.0008
H -2.97408 -2.08761 -0.21270 0.0001
H -0.53126 -1.22833 -4.36445 -0.0001
H 1.44550 -2.22068 -5.44340 0.0001
H 3.19569 -3.30689 -4.07498 -0.0001
H 2.96081 -3.40392 -1.61054 0.0001
H 1.00387 -2.40058 -0.51815 -0.0002
H -3.45926 -2.60818 -2.68476 -0.0001
H -5.06208 -2.15150 -4.49389 0.0000
H -5.04991 0.03916 -5.64090 0.0000
H -3.44705 1.79360 -4.95108 0.0000
H -1.85225 1.35579 -3.11827 -0.0002
H -1.21671 -3.97410 2.00370 0.0006
H 0.34378 -2.63043 3.77069 0.0006
H 1.71286 -0.01023 3.51133 -0.0002
H 0.16872 0.82550 3.40423 0.0001
H 3.35353 2.15977 -0.51932 0.0000
H 5.47343 1.22980 -1.33450 0.0000
H 6.29802 -0.93780 -0.45856 -0.0001
H 4.97993 -2.16063 1.24112 0.0000
H 2.86319 -1.23923 2.06612 -0.0001
H 3.81813 2.98357 1.72825 0.0000
H 4.05725 5.26143 2.57748 0.0000
H 2.08888 6.49252 3.43180 -0.0001
H -0.13945 5.40620 3.42154 0.0000
H -0.40175 3.13797 2.54475 0.0000
C -7.16367 0.58431 -2.45605 0.0000
C -5.95435 1.11864 -1.73570 0.0004
C -5.44983 2.38309 -2.03718 0.0008
C -4.35257 2.89495 -1.36994 0.0004
C -3.74500 2.12280 -0.38573 0.0025
C -4.23693 0.86771 -0.04580 0.0022
C -5.33838 0.37766 -0.73090 0.0008
S -2.28763 2.73251 0.35980 0.0127
O -2.44589 4.11460 0.67221 0.0032
O -1.94829 1.77053 1.43015 0.0541
N -1.11110 2.39839 -0.67405 0.0388
C -0.50623 3.23860 -1.62902 -0.0012
C -0.88078 4.51506 -1.93565 0.0134
C -0.17389 5.25200 -2.91607 -0.0009
C 0.88836 4.71621 -3.57512 0.0115
C 1.29472 3.39147 -3.27897 0.0004
C 2.38426 2.75956 -3.92486 0.0025
C 2.71364 1.48162 -3.59741 -0.0001
C 1.95387 0.81242 -2.61523 0.0080
N 0.93483 1.35317 -1.98998 0.0450
C 0.59790 2.64612 -2.31064 0.0028
H -7.22103 0.97157 -3.47332 0.0000
H -8.07902 0.88008 -1.93911 0.0000
H -7.14831 -0.50468 -2.50184 0.0000
H -5.92635 2.97419 -2.81099 0.0000
H -3.97215 3.88083 -1.61032 0.0000
H -3.77373 0.29456 0.74745 0.0006
H -5.73311 -0.59989 -0.47578 0.0000
H -1.70203 4.97951 -1.40717 0.0008
H -0.48980 6.26421 -3.13316 -0.0004
H 1.42948 5.28533 -4.32056 0.0006
H 2.94390 3.30569 -4.67622 0.0001
H 3.54091 0.96925 -4.07038 0.0001
H 2.20974 -0.20461 -2.34515 0.0005
```

Values from the calculation:
LUMO energy (spin up / spin down): -3.61 / -2.74 eV
Charge: +1
Gap between HOMO and LUMO (spin up / spin down): 6.72 / 7.58 eV
E_tot: -4322.8619 a.u.
ΔE to the lowest compared entry with this formula, charge and spin: 4.0 kcal/mol
Spin multiplicity: 5
HOMO (spin up / spin down): -10.33 / -10.32 eV
M: 814.79 g/mol